1.
Below is a cluster of 2 separate species, CH7N2O2Si in total in a non-equilibrium geometry, with properties calculated with ωB97M-V/def2-TZVPD.

CARTESIAN COORDINATES (ANGSTROEM)
C -1.47137 0.18845 0.19779
N -0.35823 -0.16316 0.66388
N -1.90167 0.50705 -0.99888
O 0.81138 0.39555 -1.41954
O -2.93108 1.26988 -1.19361
Si 1.09105 -0.58571 1.43542
H -2.16384 0.00801 0.96699
H 0.94485 0.85338 -2.26397
H 0.82443 -0.56188 -1.65021
H -3.40133 1.16083 -2.02302
H 1.32200 -1.77682 0.56700
H 1.65262 0.75751 1.61878
H 1.06411 -0.91618 2.97026

The value obtained for the HOMO energy (spin up / spin down) is -0.5352 / -0.5452 hartree. As for the charge: +1. Its HOMO-LUMO gap (spin up / spin down) is 7.33 / 8.18 eV.

These are the Mulliken partial charges, in e, on atoms 1 to 5: 0.27, -0.04, -0.01, -0.66, -0.24

***

2.
Below is a cluster of 3 separate species, CH7N2OPS in total in a non-equilibrium geometry, with properties calculated with ωB97M-V/def2-TZVPD.

CARTESIAN COORDINATES (ANGSTROEM)
C 2.94910 0.25745 0.56030
N -0.65248 -1.38287 -1.90347
N -1.58454 0.43404 1.60955
O 2.02314 0.00545 1.30465
P -2.75792 0.56817 0.53075
S -2.01777 1.62923 -0.87011
H 3.28659 1.23584 0.08617
H -1.63125 -1.14723 -2.07452
H 3.52477 -0.61334 0.10147
H -0.20772 -0.67894 -2.46045
H -0.49142 -1.08942 -0.93669
H -1.63618 -0.25432 2.45746
H -0.80433 1.03595 1.59489

The value obtained for the HOMO energy is -0.3285 hartree. The SMILES is NP=S.C=O.N. Its HOMO-LUMO gap is 8.70 eV.

These are the Mulliken partial charges, in e, on atoms 1 to 5: -0.03, -0.72, -0.34, -0.39, 0.14

***

3.
Below is a cluster of 2 separate species, CH7N2S in total in a non-equilibrium geometry, with properties calculated with ωB97M-V/def2-TZVPD.

CARTESIAN COORDINATES (ANGSTROEM)
S 1.50699 1.28130 -0.19176
H 2.80572 0.76306 -0.19899
N -0.70398 -1.04455 -1.09223
C -1.30156 -1.26510 0.23793
N -1.21817 -0.20213 1.23030
H 0.25502 -0.68751 -0.91962
H -1.22704 -0.33388 -1.60580
H -0.98492 -2.21357 0.66730
H -2.34744 -1.57352 0.01494
H -0.29204 0.26931 1.18971
H -1.42198 -0.64000 2.11468

The value obtained for the HOMO energy is -0.1079 hartree. As for the charge: -1. Its HOMO-LUMO gap is 7.20 eV.

These are the Mulliken partial charges, in e, on atoms 1 to 5: -0.88, -0.01, -0.56, -0.42, -0.53

***

4.
Below is a cluster of 2 separate species, CH7N2S in total in a non-equilibrium geometry, with properties calculated with ωB97M-V/def2-TZVPD.

CARTESIAN COORDINATES (ANGSTROEM)
S 1.97972 -0.53041 -1.86453
H 1.62723 -0.17358 -3.12253
N 0.52198 -0.53642 1.14225
C -0.39526 0.54723 0.98350
N -1.33579 0.48611 -0.17214
H 1.03252 -0.62642 0.26514
H 0.02472 -1.39663 1.28221
H 0.10556 1.50943 0.85803
H -1.04252 0.65204 1.85998
H -1.70338 -0.47174 -0.17823
H -0.81479 0.54039 -1.05368

The value obtained for the HOMO energy is -0.1068 hartree. As for the charge: -1. Its HOMO-LUMO gap is 7.30 eV.

These are the Mulliken partial charges, in e, on atoms 1 to 5: -0.86, -0.04, -0.54, -0.41, -0.68

***

5.
Below is a cluster of 2 separate species, CH7N2Si in total in a non-equilibrium geometry, with properties calculated with ωB97M-V/def2-TZVPD.

CARTESIAN COORDINATES (ANGSTROEM)
C -0.81394 -0.01969 0.81735
N -1.70712 0.35879 1.30565
N 0.27397 1.45254 -0.79761
Si 0.80514 -1.35772 0.23093
H -0.31546 1.54962 -1.88197
H -2.37461 0.14331 2.07188
H 0.68495 2.28851 -1.06030
H 0.66759 0.68292 -1.29875
H 0.12753 -2.70062 0.07273
H 1.46280 -1.08007 -1.02976
H 1.18915 -1.31758 1.56985

The value obtained for the HOMO energy is -0.5727 hartree. As for the charge: +1. Its HOMO-LUMO gap is 11.31 eV.

These are the Mulliken partial charges, in e, on atoms 1 to 5: 0.03, 0.11, -0.75, 0.53, 0.36

***

6.
Below is a cluster of 2 separate species, CH7N2Si in total in a non-equilibrium geometry, with properties calculated with ωB97M-V/def2-TZVPD.

CARTESIAN COORDINATES (ANGSTROEM)
C 0.88706 -0.22934 -0.23725
N 2.15453 0.03407 -0.13544
N -0.13381 0.06253 0.48435
Si -1.88027 -0.06464 -0.07441
H 0.46741 -0.94321 -1.00316
H 2.73962 -0.51911 -0.74900
H 2.51033 0.58713 0.70455
H -0.01057 1.33347 1.61819
H -2.14435 -1.46047 -0.31485
H -2.50659 0.65424 1.07916
H -2.08335 0.54532 -1.37215

The value obtained for the HOMO energy is -0.5731 hartree. As for the charge: +1. Its HOMO-LUMO gap is 9.66 eV.

These are the Mulliken partial charges, in e, on atoms 1 to 5: 0.24, -0.32, -0.47, 0.45, 0.27

***

Energy above the lowest of the compared OMol25 structures with the same formula, charge and spin: 2.963; 1.780; 0.383; 0.094; 4.664; 3.278 (eV)